a.
Computed, not measured: an isolated ion of composition C4H6N3 and charge +1, with ωB97M-V/def2-TZVPD.

Last column: natural (NBO) charge in e.
Geometry (Å):
C (3.535, -0.105, -0.657)  0.06
C (2.550, 0.157, -0.004)  -0.17
C (1.379, 0.279, 0.646)  0.45
N (0.448, 0.275, 1.340)  -0.06
N (-0.827, -0.123, 1.444)  -0.22
N (-1.703, 0.174, 0.421)  -0.46
C (-1.525, -0.151, -0.969)  -0.44
H (4.521, -0.274, -1.178)  0.30
H (-1.378, -0.191, 2.327)  0.45
H (-2.633, 0.721, 0.684)  0.41
H (-1.670, 0.646, -1.708)  0.24
H (-0.460, -0.330, -1.154)  0.20
H (-2.237, -1.078, -1.193)  0.23

Values from the calculation:
**2S+1**: 1
**SMILES**: C#CC#[N+]NNC
**Highest occupied orbital energy (alpha / beta)**: -12.85 / -12.85 eV
**Charge**: +1
**M**: 96.11 g/mol
**Gap between HOMO and LUMO (alpha / beta)**: 7.2 / 7.2 eV
**LUMO (alpha / beta)**: -5.63 / -5.63 eV

b.
Computed, not measured: a 2-piece molecular cluster, C4H6N3 overall, with ωB97M-V/def2-TZVPD.

Last column: natural (NBO) charge in e.
Geometry (Å):
C (-0.289, 1.234, -0.092)  0.74
C (-3.036, -0.463, -0.026)  0.24
C (1.262, -0.563, 0.420)  0.38
C (2.644, -0.275, -0.083)  -0.68
N (0.298, 0.212, 0.275)  -0.44
N (-3.914, -1.227, -0.012)  -0.67
N (-1.117, 2.088, -0.179)  -0.45
H (1.161, -1.492, 0.964)  0.23
H (2.595, 0.749, -0.515)  0.24
H (2.869, -0.879, -0.880)  0.27
H (3.264, -0.401, 0.908)  0.28
H (-4.624, -1.848, -0.065)  0.44
H (-1.112, 2.864, -0.715)  0.43

Values from the calculation:
**2S+1**: 1
**Highest occupied orbital energy**: -15.00 eV
**Charge**: +1
**M**: 96.11 g/mol
**Gap between HOMO and LUMO**: 9.3 eV
**LUMO**: -5.74 eV

c.
Computed, not measured: an isolated ion of composition C4H6N3 and charge +1, with ωB97M-V/def2-TZVPD.

Last column: natural (NBO) charge in e.
Geometry (Å):
C (-0.044, 2.091, -0.077)  -0.23
C (0.460, 0.857, 0.130)  0.19
N (1.831, 0.748, 0.058)  -0.39
C (2.183, -0.457, -0.129)  0.28
N (1.053, -1.290, 0.036)  -0.41
N (-0.061, -0.467, 0.087)  -0.08
C (-1.276, -0.851, -0.057)  0.00
H (-1.152, 2.291, -0.032)  0.22
H (0.559, 2.860, -0.349)  0.25
H (3.123, -0.764, -0.186)  0.23
H (0.944, -2.282, -0.170)  0.44
H (-1.367, -2.016, -0.147)  0.26
H (-1.911, 0.017, -0.114)  0.25

Values from the calculation:
**2S+1**: 1
**SMILES**: C=c1nc[nH][n+]1=C
**Highest occupied orbital energy (alpha / beta)**: -13.62 / -13.62 eV
**Charge**: +1
**M**: 96.11 g/mol
**Gap between HOMO and LUMO (alpha / beta)**: 7.8 / 7.8 eV
**LUMO (alpha / beta)**: -5.79 / -5.79 eV

Stability summary - winner: c; margin: 0.124 eV.

a.
Computed, not measured: C2H3Br2N as an isolated structure, with ωB97M-V/def2-TZVPD.

Last column: natural (NBO) charge in e.
Geometry (Å):
C (-0.160, -0.119, 1.376)  -0.19
C (0.178, 0.187, -1.131)  -0.50
N (0.228, 0.891, 0.115)  -0.31
Br (0.062, 0.560, 3.032)  0.21
Br (-0.574, -1.923, 1.158)  0.15
H (1.099, 0.041, -1.592)  0.22
H (-0.211, 1.015, -1.656)  0.22
H (-0.623, -0.650, -1.302)  0.20

Values from the calculation:
**2S+1**: 1
**Highest occupied orbital energy (alpha / beta)**: -8.64 / -9.52 eV
**Charge**: 0
**M**: 200.86 g/mol
**Gap between HOMO and LUMO (alpha / beta)**: 8.3 / 9.1 eV
**LUMO (alpha / beta)**: -0.35 / -0.42 eV

b.
Computed, not measured: one molecule with the formula C2H3Br2N, with ωB97M-V/def2-TZVPD.

Last column: natural (NBO) charge in e.
Geometry (Å):
H (-1.495, 1.567, 1.305)  0.33
N (-1.489, 0.605, 0.992)  -0.57
C (-0.152, 0.406, 0.131)  0.11
Br (0.943, 1.905, -0.005)  0.12
C (0.237, -0.827, -0.533)  -0.54
Br (2.058, -1.333, 0.036)  0.02
H (0.327, -0.667, -1.612)  0.26
H (-0.428, -1.656, -0.314)  0.27

Values from the calculation:
**2S+1**: 1
**SMILES**: [H]/N=C(\Br)CBr
**Highest occupied orbital energy (alpha / beta)**: -9.78 / -9.78 eV
**Charge**: 0
**M**: 200.86 g/mol
**Gap between HOMO and LUMO (alpha / beta)**: 8.9 / 8.9 eV
**LUMO (alpha / beta)**: -0.85 / -0.85 eV

c.
Computed, not measured: one molecule with the formula C2H3Br2N, with ωB97M-V/def2-TZVPD.

Last column: natural (NBO) charge in e.
Geometry (Å):
H (0.603, -1.181, 1.881)  0.33
N (0.453, -0.479, 1.225)  -0.57
C (-0.659, -0.793, 0.118)  0.09
Br (-1.491, -2.445, -0.122)  0.14
C (-1.119, 0.363, -0.657)  -0.54
Br (-2.564, 1.391, 0.301)  0.01
H (-1.446, -0.157, -1.600)  0.24
H (-0.397, 1.220, -0.770)  0.28

Values from the calculation:
**2S+1**: 1
**SMILES**: [H]/N=C(\Br)CBr
**Highest occupied orbital energy (alpha / beta)**: -9.68 / -9.79 eV
**Charge**: 0
**M**: 200.86 g/mol
**Gap between HOMO and LUMO (alpha / beta)**: 8.5 / 8.6 eV
**LUMO (alpha / beta)**: -1.14 / -1.17 eV

Stability summary - winner: b; margin: 0.453 eV.

a.
Computed, not measured: a 3-piece molecular cluster, C4H15NO2 overall, with ωB97M-V/def2-TZVPD.

Last column: natural (NBO) charge in e.
Geometry (Å):
C (0.285, -0.455, 2.679)  -0.62
C (-0.679, -1.092, 1.681)  -0.42
C (-0.952, -0.205, 0.468)  -0.27
N (0.189, -0.203, -0.427)  -0.13
C (0.016, 0.401, -1.749)  -0.47
H (-0.007, 0.547, 2.996)  0.22
H (0.440, -1.063, 3.550)  0.25
H (1.275, -0.376, 2.224)  0.19
H (-0.171, -1.980, 1.299)  0.22
H (-1.585, -1.474, 2.145)  0.25
H (-1.797, -0.571, -0.116)  0.24
H (-1.145, 0.845, 0.731)  0.27
H (1.086, 0.049, -0.001)  0.43
H (-0.992, 0.169, -2.074)  0.24
H (0.226, 1.474, -1.618)  0.29
H (0.816, 0.022, -2.377)  0.27
H (0.452, -2.074, -1.158)  0.43
H (0.239, -2.780, -2.504)  0.48
O (0.767, -2.810, -1.695)  -0.89
H (0.469, 4.430, -1.140)  0.49
H (-0.702, 3.651, -0.591)  0.46
O (0.235, 3.831, -0.420)  -0.94

Values from the calculation:
**2S+1**: 2
**Highest occupied orbital energy (alpha / beta)**: -15.34 / -15.33 eV
**Charge**: +1
**M**: 109.17 g/mol
**Gap between HOMO and LUMO (alpha / beta)**: 12.3 / 7.1 eV
**LUMO (alpha / beta)**: -3.07 / -8.20 eV

b.
Computed, not measured: a 3-piece molecular cluster, C4H15NO2 overall, with ωB97M-V/def2-TZVPD.

Last column: natural (NBO) charge in e.
Geometry (Å):
C (-1.649, -1.931, 1.276)  -0.61
C (-0.851, -0.655, 1.067)  -0.39
C (0.157, -0.722, -0.094)  -0.35
C (-0.485, -1.226, -1.456)  -0.29
N (-0.586, -0.415, -2.598)  -0.32
H (-2.374, -1.877, 2.080)  0.25
H (-0.920, -2.703, 1.521)  0.22
H (-2.148, -2.212, 0.350)  0.19
H (-1.523, 0.156, 0.765)  0.20
H (-0.229, -0.225, 1.850)  0.26
H (0.712, 0.181, -0.352)  0.24
H (0.886, -1.518, 0.069)  0.23
H (-1.488, -1.636, -1.362)  0.23
H (0.085, -2.119, -1.776)  0.31
H (0.118, 0.316, -2.713)  0.41
H (-1.537, -0.076, -2.713)  0.41
H (3.893, 1.498, 1.478)  0.45
H (3.319, 2.339, 2.520)  0.47
O (3.840, 2.433, 1.711)  -0.92
H (-0.456, 3.698, -0.519)  0.46
H (0.853, 3.289, -0.971)  0.46
O (0.383, 3.407, -0.134)  -0.92

Values from the calculation:
**2S+1**: 2
**Highest occupied orbital energy (alpha / beta)**: -13.78 / -13.78 eV
**Charge**: +1
**M**: 109.17 g/mol
**Gap between HOMO and LUMO (alpha / beta)**: 10.2 / 5.0 eV
**LUMO (alpha / beta)**: -3.61 / -8.77 eV

Stability summary - winner: a; margin: 0.889 eV.